one) Density functional theory data (the ωB97M-V functional and the def2-TZVPD basis) for a 4-piece molecular cluster, C3H12O4 overall.

Structure (ORCA input):
```
! RIJCOSX wB97M-V def2-TZVPD def2/J DEFGRID3
* xyz 0 1
O -0.0482 0.2609 1.6906
C -0.4651 0.7529 0.6050
C 0.4610 1.0951 -0.5549
C -0.1592 0.6330 -2.0120
H -1.5524 0.8720 0.4106
H 1.4617 0.4630 -0.5578
H 0.5420 2.2445 -0.4051
H -0.8066 -0.2188 -1.9348
H 0.7321 0.3329 -2.4957
H -0.6276 1.3945 -2.6053
H -0.3441 -1.7645 1.7227
H 0.5877 -2.4495 0.6717
O -0.1217 -2.6169 1.3271
H -1.3464 -2.5851 -0.0107
H -2.7705 -2.1187 -0.4911
O -1.7868 -2.1678 -0.6354
H 1.3465 2.0576 1.8664
H 2.7135 1.4961 1.8061
O 2.1840 2.3186 1.6025
*
```

Computed properties:
Gap between HOMO and LUMO   10.98 eV

Results of the natural (NBO) charge analysis, in e, for atoms 1 through 8: number 1, O, carries -0.615; number 2, C, carries 0.452; number 3, C, carries -0.521; number 4, C, carries -0.613; number 5, H, carries 0.139; number 6, H, carries 0.236; number 7, H, carries 0.263; number 8, H, carries 0.237

two) Density functional theory data (the ωB97M-V functional and the def2-TZVPD basis) for a 4-piece molecular cluster, C3H12O4 overall.

Structure (ORCA input):
```
! RIJCOSX wB97M-V def2-TZVPD def2/J DEFGRID3
* xyz 0 1
C 0.9814 0.1598 1.8393
O 1.7999 -0.7027 1.1007
C 1.1748 1.5879 1.3600
C 0.2226 2.4952 1.4516
H -0.1001 -0.0313 1.8039
H 1.1708 0.0748 2.9180
H 1.2461 -1.3999 0.7369
H 2.2272 1.7805 1.1546
H 0.2052 3.4430 0.9352
H -0.6714 2.3534 2.0508
H -0.7874 0.6431 -1.7796
H -1.1823 0.0690 -0.4360
O -1.5589 0.4945 -1.2197
H -2.8573 -2.5865 -2.2763
H -2.1762 -1.2563 -1.9745
O -2.0002 -2.2110 -2.0520
H 0.0239 -1.9000 -1.9430
H 1.5119 -1.5766 -2.1333
O 0.7700 -1.4369 -1.5368
*
```

Computed properties:
Gap between HOMO and LUMO   10.02 eV

Results of the natural (NBO) charge analysis, in e, for atoms 1 through 8: number 1, C, carries -0.105; number 2, O, carries -0.717; number 3, C, carries -0.191; number 4, C, carries -0.402; number 5, H, carries 0.155; number 6, H, carries 0.166; number 7, H, carries 0.492; number 8, H, carries 0.210

The structure with the greatest stability is two).

one) Density functional theory data (the ωB97M-V functional and the def2-TZVPD basis) for a 2-piece molecular cluster, C4H9S overall.

Structure (ORCA input):
```
! RIJCOSX wB97M-V def2-TZVPD def2/J DEFGRID3
* xyz -1 1
C 1.2251 1.4985 2.2662
S 2.5588 0.4546 1.5558
H 0.2350 1.0620 2.0953
H 1.2639 2.4708 1.7670
H 1.3120 1.6714 3.3448
C -0.4584 -1.8636 -1.0253
C -1.1561 -0.6356 -1.5108
C -0.8977 0.6208 -1.1704
H 0.5908 -1.8480 -1.3057
H -0.8689 -2.7360 -1.5440
H -0.5127 -2.1221 0.0302
H -1.7781 -0.7568 -2.3973
H -1.1359 1.4040 -1.8778
H -0.3781 0.7800 -0.2279
*
```

Computed properties:
Gap between HOMO and LUMO   5.83 eV

Results of the natural (NBO) charge analysis, in e, for atoms 1 through 8: number 1, C, carries -0.741; number 2, S, carries -0.749; number 3, H, carries 0.161; number 4, H, carries 0.172; number 5, H, carries 0.167; number 6, C, carries -0.658; number 7, C, carries -0.190; number 8, C, carries -0.392

two) Density functional theory data (the ωB97M-V functional and the def2-TZVPD basis) for a 2-piece molecular cluster, C4H9S overall.

Structure (ORCA input):
```
! RIJCOSX wB97M-V def2-TZVPD def2/J DEFGRID3
* xyz -1 1
C -1.1651 0.9073 -2.0361
S -1.3791 1.1702 -0.2360
H -0.6096 1.7470 -2.4617
H -2.1292 0.7415 -2.5149
H -0.5401 0.0342 -2.2157
C 1.7349 -1.4019 -0.2508
C 1.6924 -0.9021 1.1487
C 0.6284 -0.9535 1.9320
H 2.0820 -0.6550 -0.9679
H 0.7665 -1.7729 -0.5843
H 2.4103 -2.2623 -0.3315
H 2.6546 -0.6332 1.5686
H 0.6617 -0.4464 2.8824
H -0.3310 -1.0698 1.4420
*
```

Computed properties:
Gap between HOMO and LUMO   6.09 eV

Results of the natural (NBO) charge analysis, in e, for atoms 1 through 8: number 1, C, carries -0.738; number 2, S, carries -0.751; number 3, H, carries 0.171; number 4, H, carries 0.172; number 5, H, carries 0.162; number 6, C, carries -0.645; number 7, C, carries -0.159; number 8, C, carries -0.414

The structure with the greatest stability is two).

one) Density functional theory data (the ωB97M-V functional and the def2-TZVPD basis) for the molecule C2H5ClOS.

Structure (ORCA input):
```
! RIJCOSX wB97M-V def2-TZVPD def2/J DEFGRID3
* xyz 0 1
C -1.2096 -0.8456 0.7357
C 0.8720 -0.0316 -0.9535
O -1.2861 1.8534 -0.1801
S -0.2603 0.4404 0.3261
Cl 1.2885 1.0787 1.5598
H -2.1915 -0.6784 1.3226
H -0.4617 -1.6324 0.8470
H 0.2124 -0.1434 -1.8146
H 1.4709 0.8474 -1.1424
H 1.5655 -0.8884 -0.7005
*
```

Computed properties:
Gap between HOMO and LUMO   8.78 eV

Results of the natural (NBO) charge analysis, in e, for atoms 1 through 8: number 1, C, carries -0.878; number 2, C, carries -0.814; number 3, O, carries -0.774; number 4, S, carries 1.425; number 5, Cl, carries -0.262; number 6, H, carries 0.286; number 7, H, carries 0.223; number 8, H, carries 0.261

two) Density functional theory data (the ωB97M-V functional and the def2-TZVPD basis) for a 2-piece molecular cluster, C2H5ClOS overall.

Structure (ORCA input):
```
! RIJCOSX wB97M-V def2-TZVPD def2/J DEFGRID3
* xyz 0 1
C -0.9237 2.3510 0.2174
C 1.0102 -1.2411 -0.1075
O -0.0665 1.7407 -0.3502
S 1.6952 0.0898 0.9035
Cl 3.2321 0.6687 -0.2713
H -0.8211 3.4115 0.4910
H -1.8777 1.8877 0.5233
H 0.6721 -0.8295 -1.0530
H 1.7618 -2.0114 -0.2525
H 0.1676 -1.6393 0.4496
*
```

Computed properties:
Gap between HOMO and LUMO   8.88 eV

Results of the natural (NBO) charge analysis, in e, for atoms 1 through 8: number 1, C, carries 0.277; number 2, C, carries -0.749; number 3, O, carries -0.498; number 4, S, carries 0.255; number 5, Cl, carries -0.174; number 6, H, carries 0.105; number 7, H, carries 0.099; number 8, H, carries 0.231

The structure with the greatest stability is two).

one) Density functional theory data (the ωB97M-V functional and the def2-TZVPD basis) for C2H7N3O as an isolated structure.

Structure (ORCA input):
```
! RIJCOSX wB97M-V def2-TZVPD def2/J DEFGRID3
* xyz 0 1
C 1.3865 1.2076 0.0342
C -0.4103 -0.4420 -0.3575
H 2.6747 1.1457 0.5385
H 1.1756 1.9973 -0.8071
H 0.5385 1.5970 0.9872
H 2.2657 -1.6262 -0.3856
H -0.3848 -1.6140 -0.1698
H -2.5498 -1.1905 0.2977
H -3.3866 0.1844 0.5370
N 0.9759 -0.1592 -0.5256
N -1.2491 0.4539 -0.2721
N -2.5973 -0.2563 -0.0337
O 1.5610 -1.2979 0.1568
*
```

Computed properties:
Gap between HOMO and LUMO   9.42 eV

Results of the natural (NBO) charge analysis, in e, for atoms 1 through 8: number 1, C, carries -0.480; number 2, C, carries 0.199; number 3, H, carries 0.235; number 4, H, carries 0.235; number 5, H, carries 0.211; number 6, H, carries 0.476; number 7, H, carries 0.192; number 8, H, carries 0.339

two) Density functional theory data (the ωB97M-V functional and the def2-TZVPD basis) for the molecule C2H7N3O.

Structure (ORCA input):
```
! RIJCOSX wB97M-V def2-TZVPD def2/J DEFGRID3
* xyz 0 1
C 0.3511 0.3689 0.3538
N 0.3986 -0.4137 -0.8949
N 0.7485 -1.6473 -0.6704
N 0.6688 1.7418 0.2435
C -1.2250 0.1557 0.4378
O -1.9925 1.1468 0.5986
H -1.2859 -0.3319 -0.6860
H 0.9364 -0.1349 1.1335
H 0.8579 -2.0111 0.2743
H 0.6402 -2.3042 -1.4295
H 1.4494 1.9504 -0.3612
H -0.1576 2.2874 0.0204
H -1.3901 -0.8077 0.9799
*
```

Computed properties:
Gap between HOMO and LUMO (alpha / beta)   6.95 / 8.61 eV

Results of the natural (NBO) charge analysis, in e, for atoms 1 through 8: number 1, C, carries 0.001; number 2, N, carries -0.100; number 3, N, carries -0.532; number 4, N, carries -0.828; number 5, C, carries 0.031; number 6, O, carries -0.614; number 7, H, carries 0.195; number 8, H, carries 0.151

The structure with the greatest stability is two).